# 1
Formula: C30H52N6O7
Source: the Open Molecules 2025 dataset
Level of theory: ωB97M-V/def2-TZVPD

Structure (XYZ):
```
95
Properties=species:S:1:pos:R:3:forces:R:3:nbo_charge:R:1
H -5.08960 -2.39159 0.39890 -0.01 -0.07 -0.01 0.238
C 2.58738 2.25904 0.72182 0.02 0.37 -0.24 0.916
H 0.53759 5.26974 -1.27070 -0.07 0.02 0.05 0.191
H 2.35091 4.12020 -1.88150 0.01 -0.09 -0.02 0.192
H 5.31475 -4.01559 -0.62682 0.05 -0.09 0.08 0.208
N 1.98925 3.22244 -0.03382 -0.15 -0.03 0.07 -0.458
O -3.77888 -0.88769 -0.84120 -0.09 -0.16 0.08 -0.647
H 4.30320 -0.97614 -2.55006 0.04 0.01 -0.07 0.233
H -2.64919 -5.76219 0.20652 -0.01 -0.13 0.07 0.202
H -3.96873 2.25692 -0.38517 -0.14 -0.07 -0.04 0.272
H 0.32321 3.45761 1.19585 0.01 0.16 -0.11 0.226
C -1.03286 -0.58385 -1.90141 0.23 -0.12 0.58 -0.072
H 6.36350 -3.09848 -1.71979 0.13 0.02 -0.01 0.211
C 2.52500 -2.31637 -0.90568 -0.11 -0.09 0.29 0.906
H -5.65595 -2.74432 2.03567 -0.03 -0.07 0.12 0.214
C 0.75510 2.63751 -2.04191 0.28 -0.27 -0.28 -0.221
H 1.03400 -4.74038 0.62356 0.06 -0.09 0.03 0.220
H -1.12286 -0.86909 -2.92688 -0.03 -0.06 -0.29 0.233
C 2.57857 1.31104 2.94297 0.22 -0.50 0.46 0.278
C 4.08015 1.40796 3.20828 -0.23 0.12 -0.24 -0.642
N 1.41740 -2.45040 -0.13529 -0.11 0.00 0.22 -0.628
C -4.18063 0.13270 -0.33662 -0.05 0.38 -0.51 0.829
H -5.43840 -0.96422 3.86160 0.00 -0.10 0.08 0.212
N -1.19018 0.69231 -0.12668 -0.41 1.18 0.31 -0.080
H -3.99743 -4.77321 -0.33908 -0.13 -0.05 0.02 0.211
C 0.91768 4.04955 0.49364 -0.24 0.22 0.24 -0.218
H 4.37432 0.65614 3.93512 0.01 -0.08 0.12 0.213
H -0.88836 4.96662 -0.25851 0.23 0.01 -0.06 0.261
N -0.34918 3.38235 -1.45940 0.18 0.19 0.14 -0.442
H 5.46110 -0.62542 0.94984 -0.01 0.15 0.08 0.220
O -2.52241 3.77836 -1.07570 -0.39 0.03 -0.01 -0.627
H 1.15100 -0.06814 2.10050 -0.09 -0.04 0.01 0.235
H -3.87272 2.35105 -2.96579 0.01 -0.04 -0.03 0.230
O 2.53291 -2.45862 -2.10662 0.08 0.02 -0.38 -0.674
H -5.34772 1.61703 -1.26674 -0.02 0.02 0.06 0.240
C -0.73352 -3.62370 0.07180 0.12 -0.13 -0.43 -0.200
H -0.91321 -3.21198 1.07102 -0.05 0.05 0.05 0.198
C 0.09955 -2.59561 -0.71742 0.00 -0.03 0.14 -0.092
H 0.67699 1.57540 -1.80204 0.01 0.05 -0.03 0.212
N -0.67270 -0.41401 0.26067 0.26 -0.58 0.34 -0.279
C -5.35816 -0.21774 3.07696 0.17 -0.01 -0.43 -0.613
H -2.55928 -2.87811 -0.79218 -0.02 -0.02 -0.06 0.234
C -3.28315 -1.29777 2.16148 -0.19 0.18 -0.21 -0.645
C 0.02878 4.52590 -0.65154 -0.04 0.17 0.28 -0.230
C 2.18878 -0.07703 2.43394 0.08 0.31 -0.09 -0.674
C -4.28653 1.46226 -1.05810 0.18 -0.14 -0.03 -0.519
C 5.34755 -3.20209 -1.34886 -0.28 0.16 0.11 -0.643
H -1.52480 1.69708 -3.18655 0.03 -0.03 0.22 0.230
H 4.63096 1.24330 2.28653 0.06 -0.04 0.01 0.237
H 5.93463 -0.54644 -2.01204 0.16 0.01 -0.01 0.206
C 1.78437 1.65908 4.20265 0.14 0.05 -0.45 -0.615
H -6.35191 0.14658 2.83009 -0.12 0.03 0.00 0.214
C -1.65566 3.04637 -1.51049 0.23 -0.05 -0.21 0.703
C -0.55242 -1.25032 -0.79514 -0.20 0.27 -1.00 0.144
H 2.82718 -0.36744 1.60330 -0.01 -0.07 -0.01 0.247
C -1.99012 1.70611 -2.19152 -0.66 0.38 -0.12 -0.129
H -4.76464 0.61738 3.43847 0.07 0.09 0.08 0.218
O 2.17457 2.32560 1.99002 -0.09 0.13 0.06 -0.534
O -4.64333 0.27283 0.89490 -0.17 0.15 0.39 -0.521
O 3.41178 1.49541 0.27003 0.22 -0.45 0.07 -0.683
H 6.82107 -1.47556 0.20119 0.12 0.01 -0.05 0.210
H 5.70315 -2.34772 1.26304 0.03 -0.10 0.09 0.211
C 4.90223 -1.89606 -0.69099 0.59 0.05 -0.35 0.274
C 5.78474 -1.56546 0.51276 -0.40 -0.09 -0.23 -0.611
H 1.99899 2.68000 4.50758 0.03 0.11 0.07 0.213
H 2.30206 -0.80125 3.23669 0.00 -0.08 0.14 0.211
H -2.81757 -1.72286 1.27848 0.07 -0.07 -0.03 0.234
C 2.08511 3.14257 -1.47025 0.06 -0.17 -0.22 -0.219
H 0.71941 1.57261 4.00479 -0.14 -0.03 0.01 0.217
H 0.18044 -5.38554 -0.77674 0.03 -0.10 -0.15 0.204
H -3.16344 -4.36894 1.16127 -0.06 0.03 0.16 0.200
H -3.31338 -2.04978 2.94529 -0.03 -0.09 0.12 0.211
H 1.33784 4.90668 1.03185 -0.14 -0.01 0.00 0.199
C 0.05026 -4.92731 0.20127 -0.10 0.22 0.19 -0.616
H 2.05306 0.98354 5.00917 0.04 -0.09 0.08 0.213
H 4.33071 2.39366 3.59469 0.04 0.09 0.09 0.210
C 4.91591 -0.73671 -1.68551 -0.22 -0.14 0.13 -0.656
N -1.41646 0.62317 -1.43321 0.53 -0.97 -0.27 -0.170
H -6.54265 -1.59806 1.02132 -0.12 0.01 0.00 0.211
C -2.07674 -3.84356 -0.63277 0.00 0.12 0.36 -0.408
C -5.55299 -1.96641 1.28424 0.17 0.24 -0.10 -0.644
H 0.25738 -2.96000 -1.73879 -0.06 0.01 0.15 0.239
H 2.87984 2.43397 -1.71034 -0.13 0.15 -0.06 0.259
C -3.50628 1.51556 -2.36878 0.12 0.06 0.20 -0.397
H 1.47046 -2.14888 0.82493 0.10 0.04 -0.03 0.411
H 4.68982 -3.44240 -2.17964 0.03 -0.03 -0.05 0.239
H 4.52144 0.15350 -1.20174 0.02 0.09 0.00 0.242
H -2.67695 -0.45831 2.49364 0.08 0.06 0.06 0.224
H -3.67309 0.58563 -2.91789 0.03 0.08 -0.07 0.227
H 0.75363 2.75036 -3.13381 0.07 -0.06 0.05 0.195
H -0.47177 -5.62632 0.84833 -0.03 -0.13 0.03 0.210
C -3.02640 -4.74442 0.14984 0.13 0.09 -0.24 -0.608
H -1.89222 -4.28265 -1.61604 0.06 0.01 -0.11 0.193
C -4.69887 -0.82764 1.83962 -0.02 -0.54 0.39 0.266
O 3.58167 -2.05421 -0.12024 -0.01 0.02 0.16 -0.538
```
Forces are in eV/Å.

The lowest unoccupied orbital energy is 0.0223 Ha.

***

# 2
Formula: C30H52O12
Source: the Open Molecules 2025 dataset
Level of theory: ωB97M-V/def2-TZVPD

Structure (XYZ):
```
94
Properties=species:S:1:pos:R:3:forces:R:3:lowdin_charge:R:1
C 2.56266 0.49721 7.60833 -2.30 -0.91 0.08 -0.028
H -2.56728 2.05040 -4.04947 -0.16 -0.85 -0.62 0.060
H -1.79621 -0.13511 1.69517 -4.61 0.68 4.20 0.023
C -0.15591 -1.11910 1.24870 -2.15 2.05 -2.22 -0.076
H -4.49537 2.20177 0.48280 -1.12 -0.01 1.86 0.088
C -0.69342 2.07157 3.78096 -1.15 -2.52 -0.42 -0.011
H -1.67246 4.69888 -3.65481 -0.10 -0.62 0.27 0.091
H -1.45512 3.44190 1.58049 1.22 -1.71 -3.00 0.041
C -1.44617 0.43990 -0.39888 -1.59 1.69 -1.67 -0.302
H 2.66488 -4.09097 -1.43682 0.76 1.29 -0.52 0.108
H -0.65683 1.04541 3.09695 -0.72 2.52 2.11 0.111
H 0.34014 5.85496 -4.26792 0.38 2.16 0.81 0.092
H 3.38108 -1.35990 -6.70756 1.25 0.23 0.97 0.116
O -0.27272 0.80995 -2.60403 -3.57 0.56 3.43 0.120
H 4.43649 -5.05702 -4.12011 0.54 -1.93 2.17 0.142
C -3.55006 1.77731 -4.48835 -0.65 0.87 4.11 0.000
C 0.89215 -1.61870 0.15126 -5.69 5.76 0.38 -0.450
H 0.22318 2.48230 3.45559 0.99 1.06 -0.42 0.054
H 4.11523 -4.07466 1.85931 0.38 2.29 -1.74 0.046
H 3.13214 1.29772 -6.80378 -0.77 -1.22 -1.01 0.080
H -1.16935 4.84558 2.40859 1.33 0.88 0.85 0.091
C -6.34706 1.54197 1.62251 1.07 -0.78 0.27 -0.506
C 1.26750 -0.60968 5.47422 1.36 0.03 4.54 -0.006
C -0.95942 4.15679 -3.00348 -3.69 0.84 4.13 -0.053
O 5.50716 -4.85060 -1.18830 -1.17 0.20 -0.85 0.033
C 2.75227 -0.10776 -5.22293 -1.85 0.90 4.21 -0.446
C 4.57619 -4.71873 -1.99302 1.69 1.02 2.75 -0.532
O 2.78475 1.23899 5.31929 -0.91 -1.15 2.49 0.022
C 2.56693 -4.76953 3.08533 0.66 1.86 0.33 -0.457
C 4.45969 -5.67101 -3.08270 1.08 0.16 -2.62 -0.049
C -4.84532 1.75641 1.49836 2.66 1.15 -0.01 -0.039
H 0.32220 -0.69743 5.98477 -0.64 0.65 0.36 0.065
H 3.99179 -2.86606 -1.21677 1.20 2.68 2.53 0.018
C 0.53745 6.28838 -3.24162 0.54 -1.71 3.48 -0.024
H 3.46959 -3.10503 -2.98996 -0.19 -1.13 3.50 0.141
H 1.26994 -5.68029 4.50506 0.45 -0.15 -0.36 0.101
O -0.14471 -1.79359 2.38000 -2.48 2.80 -0.48 0.138
H 3.85481 -2.04010 -5.07864 -0.25 1.42 -0.35 0.083
C -4.19879 0.58244 -3.69210 3.10 -2.59 -3.47 -0.446
H 2.22043 2.02715 -5.76950 -0.91 -1.16 0.89 0.084
C -0.30524 0.18513 -1.42349 4.68 -4.46 1.43 -0.065
O -0.24812 5.29665 -1.08063 0.49 0.71 -0.73 0.034
H 1.26137 0.68582 -6.64482 1.80 0.55 0.19 0.121
H 3.62761 -6.28762 -3.06922 -2.81 -0.29 0.03 0.047
H -0.26791 3.73306 -3.60867 1.87 -2.25 -1.88 0.022
H 1.60858 -1.63703 5.67545 0.60 0.30 -0.74 0.080
H -6.44534 1.34428 3.73504 0.22 0.88 1.37 0.054
O -2.62085 3.37279 4.46603 0.20 -1.20 -0.60 0.044
H 0.46614 7.22942 -2.60237 -1.38 -0.07 -2.28 0.107
C -6.88212 0.88652 2.89926 -1.55 0.34 -1.89 -0.018
H 2.18482 -6.75608 3.42957 0.05 -1.31 -0.36 0.074
H 1.60310 6.26704 -2.88919 -0.30 -1.15 -1.04 0.079
C 3.60124 -3.56758 -1.80651 -1.94 -3.32 -6.05 -0.012
C 3.77796 -1.08083 -5.67234 -1.36 -1.65 -1.28 -0.027
C 3.84646 -4.96008 2.28741 0.25 -0.73 2.74 0.004
C -0.21953 5.25364 -2.29533 0.34 0.28 0.55 -0.510
H 2.84894 1.50858 7.78594 0.84 0.38 0.81 0.075
H 2.99297 -5.94517 4.77547 0.33 -0.19 -0.01 0.094
C 2.26614 0.98837 -6.18276 0.54 0.82 -0.03 -0.031
H -4.28263 0.79515 1.35421 -0.73 0.37 0.86 0.072
H -3.59741 1.71869 -5.52201 0.28 -0.73 -1.87 0.047
H 1.10437 -0.31948 4.51201 -0.09 0.35 -2.71 0.008
H -5.81114 1.72622 -2.82310 0.47 -0.81 -0.45 0.108
C -1.79091 4.00140 2.34899 4.27 -3.22 3.20 0.009
H 3.23048 -0.33265 7.81636 0.66 0.37 0.14 0.089
H 4.77383 -5.24175 2.86999 -1.35 -0.12 -0.13 0.118
O 2.29811 -0.15617 -4.04372 0.81 0.15 -3.06 0.007
H 0.45983 0.63765 -3.12582 2.97 -1.14 -1.54 0.045
O -7.08829 1.82516 0.72005 -0.35 0.21 -0.31 0.062
H -2.64252 4.34537 2.13712 -7.07 2.53 -1.54 0.002
H -0.60163 1.92744 4.88985 -0.26 -0.45 -1.13 0.087
H -7.98921 0.98994 2.78438 0.85 0.08 0.69 0.097
H -4.09218 2.68618 -4.21400 -0.37 0.03 -0.13 0.065
C 2.25442 0.48249 6.15469 -0.45 -0.57 -4.33 -0.420
H -4.90811 0.86226 -1.69622 0.23 -0.50 -0.75 0.092
O 1.62123 -2.47847 0.34676 4.06 -5.05 1.68 0.146
H -6.68580 -0.16281 3.01044 0.43 -0.62 -0.42 0.073
H -4.33088 2.35987 2.44083 -1.48 -1.61 -2.43 0.126
O -3.80818 -0.57240 -3.98433 -0.74 2.50 0.70 0.018
H -1.53356 3.46332 -2.08461 1.81 1.79 -3.26 0.174
H 1.63324 0.22290 8.19910 0.91 0.55 -0.67 0.105
O -2.46395 1.07990 -0.80351 2.64 -1.65 1.25 0.023
O 1.90365 -3.73844 3.03155 0.49 -1.03 -0.13 0.049
C 2.23788 -5.87016 4.00200 -1.44 0.65 1.17 -0.023
C -1.21929 -0.06229 0.92885 7.39 -4.50 -2.77 0.054
H 5.12549 -6.54135 -2.87704 0.87 1.30 -0.93 0.103
C -5.26153 0.74622 -2.75193 -0.79 3.95 2.70 -0.037
H -5.96581 -0.00446 -2.77631 -1.29 -1.91 -0.13 0.062
H 4.72556 -0.57029 -5.68899 0.50 0.05 -0.45 0.087
H 1.61623 -1.10991 -1.72187 -0.83 0.48 -0.07 0.095
C -1.86474 3.06030 3.55933 1.29 2.18 1.03 -0.433
H 0.54048 -2.42009 2.41864 2.28 -1.88 -0.06 0.042
C 0.78195 -0.87694 -1.03345 -2.85 4.49 -3.86 0.082
H 3.63236 -5.73144 1.61602 0.03 -1.15 -1.45 0.069
```
Forces are in eV/Å.

The lowest unoccupied orbital energy is -0.0506 Ha.

***

| no. | frontier orbital gap (eV) |
| --- | --- |
| 1 | 9.83 |
| 2 | 7.23 |